{"formula": "C26H32Cl4NO9PS", "method": "ωB97M-V with the def2-TZVPD basis set", "elements": ["C", "C", "C", "O", "C", "C", "C", "C", "P", "O", "O", "C", "C", "O", "C", "C", "C", "C", "C", "C", "O", "C", "C", "C", "O", "C", "N", "C", "S", "C", "C", "O", "C", "C", "O", "C", "O", "H", "H", "H", "H", "H", "H", "H", "H", "H", "H", "H", "H", "H", "H", "H", "H", "H", "H", "H", "H", "H", "H", "H", "H", "H", "H", "H", "H", "H", "H", "H", "H", "Cl", "C", "Cl", "Cl", "Cl"], "xyz": [[-2.1086, 3.6454, 2.8796], [-1.1942, 2.4816, 3.2549], [-0.8465, 1.6219, 2.0339], [0.5422, 1.7334, 1.7783], [1.1054, 0.7527, 1.0033], [1.6356, 1.0846, -0.2460], [1.6640, 2.4707, -0.8540], [0.4783, 3.3950, -0.5696], [-0.0397, 4.2292, -2.0926], [1.1076, 4.5096, -2.9602], [-1.0744, 3.2887, -2.8754], [-2.0914, 2.5571, -2.1773], [-3.2539, 3.4144, -1.6864], [-0.7901, 5.5901, -1.7013], [-1.3599, 5.7462, -0.3947], [-2.6148, 6.6152, -0.4693], [2.2456, 0.0628, -0.9948], [2.3668, -1.2613, -0.5642], [3.0556, -2.2736, -1.4361], [4.5581, -2.3384, -1.0944], [5.1279, -3.6159, -1.2578], [1.8390, -1.5706, 0.6998], [1.2124, -0.5731, 1.4725], [0.7104, -0.9773, 2.8235], [0.6732, -0.2519, 3.7733], [0.2564, -2.3971, 2.9128], [-0.7630, -2.7441, 3.8384], [-1.7497, -2.0653, 3.9783], [-3.0065, -1.1850, 4.1854], [0.8276, -3.3379, 2.1655], [0.4437, -4.7742, 2.1939], [-0.7834, -4.9901, 1.4768], [-0.6796, -4.9341, 0.1492], [-1.9599, -5.2651, -0.5377], [0.3366, -4.6131, -0.4072], [1.9411, -2.9285, 1.2790], [2.8670, -3.6676, 1.0925], [-1.6166, 4.3161, 2.1805], [-2.3931, 4.2094, 3.7628], [-3.0330, 3.2966, 2.4209], [-0.2618, 2.8989, 3.6167], [-1.6899, 1.8787, 4.0057], [-1.1459, 0.5950, 2.2224], [-1.4380, 1.9708, 1.1819], [1.7295, 2.3369, -1.9280], [2.5923, 2.9597, -0.5791], [0.7770, 4.1891, 0.1082], [-0.3628, 2.8978, -0.1071], [-1.6735, 1.9496, -1.3780], [-2.4832, 1.8593, -2.9081], [-3.2514, 3.5333, -0.6066], [-3.2508, 4.3781, -2.1784], [-4.1874, 2.9157, -1.9259], [-0.6430, 6.2186, 0.2724], [-1.6354, 4.7918, 0.0443], [-3.3620, 6.2227, 0.2141], [-3.0367, 6.5323, -1.4641], [-2.4099, 7.6519, -0.2388], [2.6587, 0.3213, -1.9597], [2.6177, -3.2467, -1.2469], [2.9356, -2.0018, -2.4793], [4.6882, -2.0301, -0.0572], [5.1036, -1.6297, -1.7139], [4.4336, -4.2775, -1.2475], [1.2579, -5.3570, 1.7773], [0.2606, -5.1238, 3.2015], [-2.4302, -6.1254, -0.0796], [-1.7599, -5.4326, -1.5855], [-2.6111, -4.3987, -0.4603], [1.6872, -6.0859, -5.5332], [0.9899, -7.1462, -4.3058], [2.0681, -8.5181, -4.0316], [0.7784, -6.2478, -2.8024], [-0.5815, -7.7373, -4.8643]], "forces_ev_per_angstrom": [[-0.1, -0.2, 0.1], [-0.2, 0.4, -0.8], [-0.5, 0.1, 0.7], [0.3, -0.1, -0.3], [0.1, -0.4, 0.1], [0.3, -0.5, -0.3], [-0.4, -0.4, -0.1], [-0.3, 0.4, -0.1], [1.1, 0.4, -0.8], [-0.1, 0.0, -0.1], [-0.1, 0.0, 0.8], [-0.5, -0.1, -0.5], [0.0, -0.4, 0.1], [-0.2, -0.5, 0.5], [-0.6, 0.5, 0.2], [0.2, -0.5, -0.1], [-0.2, -0.1, 0.6], [-0.2, 0.5, 0.2], [0.4, 0.2, 0.4], [-0.3, 0.0, 0.4], [0.2, -0.1, -0.5], [0.0, 0.8, -0.4], [0.1, 0.0, -0.3], [0.2, -0.1, -0.8], [-0.3, 0.5, 0.8], [-0.3, -1.0, 0.3], [0.5, 0.4, -0.6], [0.0, 0.2, 0.3], [-0.5, 0.1, 0.1], [0.0, 0.2, 0.1], [0.2, -0.1, 0.3], [-0.1, -0.3, 0.4], [-0.1, 0.1, -0.1], [0.0, 0.1, -0.1], [0.5, 0.1, -0.3], [-0.4, 0.4, 0.1], [0.7, -0.6, -0.3], [0.1, 0.1, -0.1], [0.0, 0.2, 0.1], [-0.1, -0.1, -0.1], [0.1, -0.2, 0.4], [0.2, -0.1, 0.3], [0.1, -0.2, -0.1], [0.1, 0.0, -0.3], [0.2, -0.1, -0.2], [0.1, 0.2, 0.1], [0.0, 0.1, 0.2], [0.0, -0.1, 0.1], [0.2, 0.0, 0.1], [0.1, -0.1, -0.2], [0.1, 0.3, 0.1], [0.0, 0.2, 0.0], [-0.2, 0.0, -0.1], [0.3, -0.1, 0.0], [0.1, -0.2, -0.1], [-0.1, 0.1, 0.2], [-0.1, 0.2, -0.2], [0.0, 0.2, 0.0], [0.0, 0.0, -0.2], [-0.1, -0.2, -0.2], [-0.2, -0.1, -0.2], [0.0, 0.1, 0.2], [0.1, 0.0, -0.1], [-0.1, 0.0, 0.2], [0.0, -0.1, -0.3], [-0.2, 0.1, 0.2], [-0.2, -0.1, 0.1], [0.0, -0.1, -0.2], [-0.2, 0.0, 0.1], [0.0, 0.0, 0.0], [0.0, 0.0, 0.0], [0.0, 0.0, 0.0], [0.1, 0.0, 0.0], [0.0, 0.0, 0.0]], "lowdin_charge": [-0.098, -0.190, -0.196, -0.046, -0.146, -0.095, -0.135, -0.192, 0.493, -0.251, -0.177, -0.251, -0.056, -0.183, -0.296, -0.057, 0.053, -0.132, -0.110, -0.251, -0.052, -0.020, 0.017, -0.279, 0.166, -0.101, 0.143, -0.751, 0.795, -0.053, -0.080, 0.036, -0.539, 0.032, 0.062, -0.301, 0.154, 0.056, 0.074, 0.073, 0.120, 0.093, 0.097, 0.103, 0.098, 0.136, 0.107, 0.047, 0.097, 0.116, 0.061, 0.075, 0.079, 0.121, 0.060, 0.074, 0.072, 0.074, 0.130, 0.098, 0.121, 0.113, 0.119, 0.075, 0.133, 0.137, 0.094, 0.061, 0.098, 0.524, -2.055, 0.523, 0.569, 0.516], "smiles": "CCCOc1c(CCP(=O)(OCC)OCC)cc(CCO)c2c1C(=O)C(N=C=S)=C(COC(C)=O)C2=O.ClC(Cl)(Cl)Cl", "homo_lumo_gap_ev": 8.12, "total_energy_ha": -4322.205219}